DFT (ωB97M-V/def2-TZVPD) results for a molecular structure, C62H80N3O3PRbSSeTe.

XYZ file:
```
153
Properties=species:S:1:pos:R:3:forces:R:3:lowdin_charge:R:1
Rb 0.458 0.049 0.287 -0.367 -0.075 0.231 0.7239
C -3.480 6.818 2.972 0.009 -0.031 0.018 -0.0804
C -3.638 6.652 1.460 -0.003 0.027 -0.009 -0.5676
C -5.131 6.778 1.123 -0.006 0.014 -0.010 -0.0602
C -2.878 7.802 0.780 -0.008 0.003 -0.014 -0.0611
C -3.102 5.308 0.971 -0.007 0.007 -0.108 -0.2065
C -2.553 4.350 1.807 0.006 -0.040 -0.014 -0.1046
C -2.071 3.137 1.321 -0.069 0.168 0.123 -0.4324
Se -1.235 1.949 2.559 -0.017 -0.216 -0.080 1.0869
C -2.527 0.514 2.605 -0.089 0.056 0.022 -0.3950
C -3.858 0.862 2.600 0.055 -0.079 0.011 -0.0834
C -4.864 -0.100 2.659 0.029 -0.062 -0.009 -0.1965
C -4.441 -1.423 2.753 -0.069 0.080 0.000 -0.0245
C -3.109 -1.829 2.743 0.136 -0.004 -0.010 -0.1199
C -2.056 -0.844 2.653 -0.179 -0.073 -0.153 -0.4606
O -0.815 -1.126 2.582 0.122 0.228 0.149 -0.2317
C -2.841 -3.345 2.861 -0.012 -0.024 0.049 -0.5265
C -1.408 -3.785 2.529 0.008 0.026 -0.033 -0.0684
C -3.757 -4.142 1.915 -0.028 -0.003 -0.027 -0.0624
C -3.140 -3.783 4.305 0.012 0.019 0.011 -0.0572
C -6.326 0.332 2.604 -0.027 -0.007 -0.006 -0.5629
C -7.284 -0.860 2.642 0.003 -0.023 0.008 -0.0805
C -6.584 1.107 1.303 0.015 0.009 -0.011 -0.0502
C -6.652 1.243 3.797 0.000 0.021 0.001 -0.0591
C -2.139 2.783 -0.060 -0.054 0.127 -0.160 -0.4187
O -1.740 1.666 -0.511 0.133 -0.153 0.148 -0.2175
C -2.695 3.804 -0.931 0.050 -0.115 -0.012 -0.0847
C -3.148 4.992 -0.398 -0.006 0.037 0.134 -0.0076
C -2.741 3.532 -2.437 -0.015 0.031 -0.043 -0.5288
C -3.326 4.712 -3.218 -0.006 0.033 -0.034 -0.0879
C -1.320 3.284 -2.975 -0.026 -0.002 0.001 -0.0412
C -3.627 2.310 -2.732 0.014 0.005 0.023 -0.0426
H -3.869 7.793 3.280 -0.003 -0.002 -0.003 0.0743
H -2.431 6.761 3.269 -0.019 0.002 -0.002 0.0823
H -4.028 6.045 3.516 0.011 0.014 -0.008 0.0822
H -5.528 7.744 1.457 0.009 -0.019 -0.007 0.0726
H -5.698 5.981 1.609 0.005 0.006 -0.003 0.0843
H -5.298 6.695 0.047 -0.003 -0.002 0.019 0.0722
H -3.249 8.773 1.126 0.001 -0.015 -0.009 0.0723
H -2.991 7.762 -0.305 0.007 0.001 0.020 0.0716
H -1.811 7.736 1.005 -0.010 0.001 0.002 0.0860
H -2.480 4.521 2.874 0.002 -0.007 -0.002 0.0788
H -4.110 1.916 2.530 0.003 -0.003 0.001 0.0979
H -5.199 -2.194 2.832 0.007 0.003 -0.006 0.0820
H -1.121 -3.483 1.520 -0.004 -0.009 0.029 0.0531
H -1.359 -4.880 2.597 -0.008 0.019 0.000 0.0746
H -0.681 -3.344 3.204 -0.001 -0.011 0.002 0.0760
H -3.590 -3.842 0.877 -0.014 -0.018 0.060 0.0574
H -4.818 -4.008 2.133 0.016 -0.004 0.008 0.0664
H -3.536 -5.212 2.001 0.004 0.023 -0.007 0.0772
H -2.494 -3.242 5.000 -0.008 -0.012 -0.011 0.0866
H -2.963 -4.858 4.432 -0.008 0.020 -0.006 0.0731
H -4.178 -3.567 4.573 0.020 -0.003 -0.005 0.0730
H -7.104 -1.538 1.804 -0.011 0.015 0.016 0.0819
H -8.318 -0.507 2.578 0.018 -0.001 0.000 0.0743
H -7.178 -1.429 3.569 -0.001 0.006 -0.019 0.0794
H -6.381 0.472 0.437 -0.002 0.011 0.008 0.0864
H -5.933 1.980 1.226 -0.015 -0.015 -0.003 0.0773
H -7.625 1.448 1.252 0.008 -0.006 0.002 0.0740
H -6.483 0.712 4.738 -0.003 0.003 -0.009 0.0830
H -7.697 1.572 3.763 0.013 -0.006 -0.003 0.0726
H -6.016 2.129 3.795 -0.008 -0.014 0.002 0.0747
H -3.561 5.734 -1.073 0.011 -0.023 0.039 0.0840
H -2.724 5.618 -3.094 -0.021 -0.022 -0.003 0.0791
H -4.353 4.934 -2.911 0.024 -0.010 -0.018 0.0773
H -3.340 4.463 -4.283 0.006 0.001 0.006 0.0752
H -0.706 4.180 -2.847 -0.014 -0.014 0.008 0.0874
H -1.361 3.044 -4.044 0.003 0.001 0.029 0.0753
H -0.843 2.463 -2.443 0.005 -0.011 0.004 0.0714
H -4.654 2.498 -2.402 0.019 -0.009 0.004 0.0834
H -3.244 1.434 -2.214 0.002 -0.009 0.015 0.0600
H -3.644 2.111 -3.811 0.006 -0.003 0.015 0.0729
C -2.291 -3.831 -1.959 0.064 -0.046 -0.018 -0.2813
P -1.422 -2.352 -1.272 -0.118 0.022 -0.080 0.8955
C -2.849 -1.329 -0.762 -0.195 0.014 -0.069 -0.2653
C -0.907 -1.525 -2.834 0.040 0.004 0.026 -0.3749
C -1.800 -0.962 -3.746 0.002 0.026 0.043 -0.0944
C -1.339 -0.307 -4.877 0.020 -0.021 0.007 -0.0966
C 0.027 -0.209 -5.118 -0.041 -0.005 -0.007 -0.0927
C 0.926 -0.765 -4.223 0.003 0.007 -0.013 -0.0742
C 0.460 -1.416 -3.086 0.007 -0.007 -0.004 -0.1061
H -3.089 -3.568 -2.657 0.015 0.058 0.012 0.0340
H -2.716 -4.410 -1.136 0.007 0.015 -0.022 0.0155
H -1.563 -4.459 -2.478 -0.016 -0.010 0.005 0.0233
H -3.645 -1.307 -1.513 0.013 -0.050 -0.004 0.0401
H -2.534 -0.298 -0.573 0.049 -0.013 0.034 0.0160
H -3.260 -1.723 0.171 0.037 0.033 -0.030 0.0227
H -2.867 -1.008 -3.553 0.015 0.014 -0.023 0.0945
H -2.045 0.147 -5.563 -0.005 0.002 0.006 0.0949
H 0.387 0.319 -5.993 0.007 0.004 0.007 0.0960
H 1.994 -0.674 -4.385 0.000 0.015 0.004 0.1036
H 1.179 -1.820 -2.381 -0.016 0.016 -0.007 0.0679
C 9.727 -6.205 0.785 0.011 -0.008 0.000 -0.0660
C 8.630 -5.193 0.586 -0.054 0.020 0.002 -0.2849
C 8.881 -3.967 -0.008 0.054 -0.019 -0.009 -0.0348
C 7.876 -3.019 -0.198 -0.007 0.001 0.011 -0.3234
C 8.244 -1.712 -0.855 0.008 -0.004 -0.015 -0.1023
C 6.567 -3.301 0.220 0.008 -0.166 -0.045 -0.4053
Te 5.031 -1.832 -0.108 -0.099 0.039 0.081 1.4308
N 2.961 -0.181 -1.101 0.389 -0.280 -0.033 0.0273
C 2.799 1.021 -1.551 -0.230 0.496 -0.153 -0.7142
O 2.009 1.888 -1.071 0.317 0.084 -0.023 -0.1741
C 3.572 1.392 -2.807 -0.026 -0.086 0.023 -0.1518
C 2.938 2.180 -3.765 0.001 0.018 0.095 -0.0325
C 3.600 2.529 -4.931 0.038 -0.016 -0.019 -0.0943
C 4.910 2.108 -5.144 -0.050 0.040 -0.021 -0.1183
C 5.549 1.337 -4.186 -0.015 -0.038 0.081 -0.1009
C 4.879 0.973 -3.021 -0.006 -0.054 -0.109 -0.0469
C 3.779 -3.159 -1.184 -0.011 -0.105 -0.088 -0.4709
C 2.549 -3.493 -0.622 0.070 0.046 -0.005 -0.1669
C 1.674 -4.349 -1.271 -0.015 -0.054 -0.011 -0.1104
C 2.027 -4.880 -2.502 -0.009 -0.014 0.002 -0.0918
C 3.244 -4.542 -3.074 0.030 0.058 0.023 -0.0606
C 4.135 -3.679 -2.436 0.028 0.041 0.080 -0.2978
C 5.433 -3.320 -3.108 -0.008 -0.017 0.006 -0.0679
C 6.306 -4.532 0.849 -0.063 0.058 -0.016 -0.2877
C 4.935 -4.898 1.355 0.028 -0.012 -0.032 -0.0715
C 7.335 -5.455 1.012 0.024 0.044 0.001 -0.0301
H 10.651 -5.884 0.303 -0.003 0.005 0.001 0.0658
H 9.450 -7.176 0.369 -0.005 -0.001 0.000 0.0727
H 9.938 -6.355 1.847 0.000 0.001 0.003 0.0747
H 9.890 -3.738 -0.340 -0.011 0.010 -0.001 0.1042
H 9.296 -1.718 -1.145 0.003 0.019 -0.005 0.0673
H 8.079 -0.863 -0.189 0.003 -0.020 0.019 0.0734
H 7.633 -1.529 -1.741 0.007 -0.026 -0.002 0.0463
H 1.926 2.514 -3.565 0.018 -0.016 -0.007 0.1136
H 3.095 3.133 -5.675 0.009 0.004 -0.008 0.0935
H 5.430 2.386 -6.054 -0.009 0.002 0.002 0.0870
H 6.573 1.014 -4.341 -0.007 -0.002 -0.002 0.0915
H 5.364 0.354 -2.276 0.005 0.012 0.016 0.0563
H 2.270 -3.073 0.338 0.006 0.000 -0.001 0.1022
H 0.718 -4.577 -0.817 0.006 -0.006 -0.008 0.0869
H 1.351 -5.545 -3.027 -0.005 0.003 0.010 0.0956
H 3.510 -4.942 -4.047 -0.001 -0.004 -0.005 0.1002
H 5.471 -3.722 -4.121 -0.021 -0.002 0.017 0.0716
H 6.290 -3.710 -2.551 -0.016 0.012 0.013 0.0708
H 5.547 -2.235 -3.158 -0.002 0.000 -0.013 0.0561
H 4.414 -4.024 1.748 0.010 -0.010 0.017 0.0527
H 5.004 -5.652 2.141 0.012 0.007 -0.015 0.0734
H 4.315 -5.301 0.551 0.010 0.020 0.018 0.0791
H 7.115 -6.402 1.497 0.000 0.007 -0.006 0.1127
S 4.829 0.203 3.406 0.091 -0.078 -0.025 0.5214
C 3.635 1.326 3.678 -0.115 0.147 0.088 -0.9349
N 3.304 2.362 2.882 0.002 -0.090 -0.056 0.0244
C 2.132 3.096 3.348 0.134 -0.020 -0.105 -0.1420
C 1.744 2.337 4.632 0.070 -0.015 0.028 -0.1501
N 2.833 1.372 4.774 0.049 0.044 -0.046 0.0053
H 3.617 2.369 1.925 -0.021 0.021 -0.009 0.1341
H 1.337 3.077 2.606 -0.062 -0.002 -0.014 0.0704
H 2.395 4.135 3.555 -0.026 0.016 0.019 0.1097
H 0.775 1.852 4.530 -0.011 -0.067 -0.031 0.0615
H 1.713 3.009 5.491 -0.038 -0.011 0.025 0.1062
H 2.746 0.527 5.310 -0.037 0.019 0.023 0.1212
```
Positions in Å, forces in eV/Å.

## Properties
- expectation value of S² = 0.758
- total charge = -2
- LUMO energy (eV) = 3.443
- largest force on an atom (eV Å⁻¹) = 0.57
- 2S+1 = 2
- frontier orbital gap (eV) = 5.202
- energy relative to the best compared isomer or geometry (same formula, charge and spin) (kJ/mol) = 7.9
- HOMO level (Eh) = -0.06464